18
Properties=species:S:1:pos:R:3:nbo_charge:R:1 method="wB97M-V/def2-TZVPD" total_charge=-1
C 1.08 2.41 0.27 0.5315
N 0.78 1.15 -0.07 -0.4137
C 0.60 0.87 -1.48 -0.4192
C 0.67 0.07 0.95 -0.2214
C 0.01 -1.18 0.43 -0.0575
O -1.30 -0.92 0.09 -0.9472
O 1.42 3.29 -0.50 -0.6705
H 0.96 2.57 1.35 0.0889
H 1.45 1.25 -2.06 0.1879
H 0.37 -0.16 -1.66 0.2308
H -0.24 1.44 -1.88 0.1983
H 1.70 -0.13 1.27 0.1587
H 0.06 0.46 1.75 0.1959
H 0.06 -1.90 1.22 0.1375
H 0.63 -1.51 -0.44 0.0961
H -3.26 -2.77 -0.28 0.4380
H -2.17 -2.09 0.48 0.5018
O -2.83 -2.86 0.58 -1.0359

18
Properties=species:S:1:pos:R:3:nbo_charge:R:1 method="wB97M-V/def2-TZVPD" total_charge=-1
C -0.85 -1.18 2.23 0.5311
N -0.06 -0.93 1.19 -0.4300
C 0.95 0.08 1.57 -0.4692
C -0.68 -0.71 -0.16 -0.2438
C 0.36 -0.20 -1.16 -0.0313
O 0.70 1.10 -1.28 -0.8955
O -0.74 -0.77 3.40 -0.6542
H -1.60 -1.95 1.95 0.0880
H 0.39 0.94 1.91 0.1915
H 1.49 -0.17 2.50 0.2088
H 1.54 0.46 0.65 0.2652
H -1.12 -1.65 -0.53 0.1890
H -1.52 -0.03 0.05 0.1799
H -0.02 -0.69 -2.20 0.0831
H 1.21 -0.74 -1.00 0.1304
H -0.73 2.23 -3.30 0.4266
H 0.49 1.78 -2.46 0.5027
O 0.17 2.42 -3.34 -1.0722

18
Properties=species:S:1:pos:R:3:nbo_charge:R:1 method="wB97M-V/def2-TZVPD" smiles="C[C@@H](O)[C@H]([NH3+])C(=O)O" total_charge=+1
C 1.80 0.53 -1.07 -0.6519
C 0.37 0.16 -0.77 0.0985
O -0.11 -0.92 -1.60 -0.7353
C 0.00 -0.21 0.71 -0.1822
N -0.94 -1.39 0.66 -0.6984
C -0.72 1.01 1.25 0.7632
O -0.12 1.89 1.79 -0.5109
O -2.04 0.98 1.02 -0.7037
H 1.99 1.59 -0.91 0.2605
H 2.05 0.29 -2.10 0.2431
H 2.51 -0.02 -0.44 0.2268
H -0.31 0.96 -1.07 0.2055
H 0.59 -1.42 -2.06 0.5097
H 0.78 -0.42 1.43 0.2585
H -1.87 -1.05 0.93 0.4583
H -0.63 -2.13 1.30 0.4469
H -0.94 -1.67 -0.35 0.4756
H -2.43 1.83 1.28 0.5360

18
Properties=species:S:1:pos:R:3:nbo_charge:R:1 method="wB97M-V/def2-TZVPD" total_charge=+1 s_squared=2.005 spin_multiplicity=3
C -2.74 -0.26 2.02 -0.2283
C 0.81 1.06 1.13 -0.2603
C 2.02 -1.26 -1.88 -0.2599
C 0.29 0.06 -1.06 0.9398
N -0.89 0.57 -1.01 -0.7567
O -1.91 0.52 1.66 -0.2872
O 1.18 0.25 -0.08 -0.4798
O 0.74 -0.61 -2.04 -0.4343
H -2.82 -0.36 3.18 0.2792
H 0.31 0.40 1.82 0.2347
H 0.46 1.97 0.74 0.2064
H 1.72 1.33 1.56 0.2252
H 2.02 -1.58 -0.78 0.2223
H 2.74 -0.41 -2.03 0.2208
H 1.96 -2.02 -2.64 0.2340
H -1.44 0.32 -1.75 0.4275
H -3.16 -0.97 1.30 0.2520
H -1.28 1.00 -0.12 0.4643

19
Properties=species:S:1:pos:R:3:nbo_charge:R:1 method="wB97M-V/def2-TZVPD" total_charge=0 s_squared=2.006 spin_multiplicity=3
C -1.73 -0.56 0.46 0.3586
C -2.20 0.01 -0.89 -0.6955
C 2.40 -1.46 -0.54 -0.2778
C 0.78 1.89 1.04 -1.0385
N -2.38 -0.96 1.50 -0.4006
O -0.34 -0.61 0.45 -0.7891
O 0.82 0.55 -1.48 -1.0984
O 1.97 -0.48 0.49 -0.8278
P 0.85 0.42 -0.07 2.3838
H -1.70 0.98 -0.89 0.2147
H -1.78 -0.57 -1.69 0.2325
H -3.32 0.18 -1.00 0.2102
H 1.49 -1.74 -1.13 0.2051
H 2.77 -2.37 -0.04 0.2113
H 3.06 -0.85 -1.32 0.2133
H 1.81 2.24 0.73 0.2495
H 0.03 2.70 0.95 0.2693
H 0.81 1.58 2.16 0.2695
H -3.32 -0.95 1.28 0.3098

17
Properties=species:S:1:pos:R:3:nbo_charge:R:1 method="wB97M-V/def2-TZVPD" total_charge=0
C 0.69 -1.03 -1.02 0.2366
C 1.75 0.38 0.76 -0.5804
C -2.12 1.37 0.01 -1.0046
C 1.32 -1.02 0.30 -0.5322
N -0.42 -0.41 -1.24 -0.7384
O -1.39 -0.95 1.23 -1.1313
P -1.89 -0.49 -0.08 1.3219
H 1.14 -1.70 -1.90 0.1884
H 2.49 0.80 0.08 0.1994
H 2.18 0.33 1.75 0.2209
H 0.89 1.04 0.79 0.2148
H -2.96 1.54 0.70 0.2344
H -1.23 1.86 0.41 0.2193
H -2.37 1.78 -0.96 0.2168
H 0.54 -1.34 1.02 0.3124
H 2.17 -1.70 0.34 0.2170
H -0.79 -0.46 -2.19 0.4050

17
Properties=species:S:1:pos:R:3:mulliken_spin:R:1 method="wB97M-V/def2-TZVPD" total_charge=0 s_squared=2.007 spin_multiplicity=3
C -0.87 0.31 -2.93 0.4399
C 1.89 0.12 1.64 0.0130
C -1.71 -0.38 0.95 0.1221
C 1.12 -0.59 0.44 -0.0219
N -0.34 0.09 -1.76 0.3814
O -2.00 0.62 -3.22 0.6502
P -0.30 0.32 -0.22 0.3095
H -0.20 0.18 -3.83 0.0166
H -0.31 1.74 -0.06 0.1343
H 2.15 1.14 1.43 -0.0018
H 1.06 0.22 2.37 0.0024
H 2.72 -0.28 1.96 -0.0046
H -1.52 -0.21 1.99 -0.0259
H -2.49 0.25 0.58 -0.0219
H -1.82 -1.44 0.48 -0.0128
H 0.75 -1.58 0.62 0.0201
H 1.87 -0.49 -0.44 -0.0007

17
Properties=species:S:1:pos:R:3:nbo_charge:R:1 method="wB97M-V/def2-TZVPD" total_charge=-1
C 0.72 -0.34 1.77 -0.0978
N -0.48 0.16 1.52 -0.1721
C -1.07 0.22 0.15 -0.5201
O -0.22 0.36 -2.29 -1.2701
C 1.89 -0.41 1.02 -0.0148
C 2.04 0.18 -0.31 -0.7168
S -4.46 -0.59 0.42 -0.7198
H 0.70 -0.93 2.66 0.1862
H 1.18 0.82 -0.39 0.2803
H -2.08 -0.15 0.20 0.2866
H -1.22 1.18 -0.29 0.2982
H -0.51 -0.33 -0.55 0.2617
H -3.73 -0.23 -0.62 0.0960
H 2.70 -0.76 1.62 0.1852
H 1.97 -0.50 -1.12 0.2891
H 2.93 0.83 -0.59 0.2166
H -0.36 0.48 -3.22 0.4115

17
Properties=species:S:1:pos:R:3:nbo_charge:R:1 method="wB97M-V/def2-TZVPD" smiles="[NH3+][C@@H](C=O)CCS" total_charge=+1
N -1.83 1.34 -0.63 -0.6678
C -0.71 0.46 -0.12 -0.1603
C -1.39 -0.72 0.56 0.4198
O -2.58 -0.79 0.61 -0.4895
C 0.33 0.18 -1.20 -0.4254
C 1.51 -0.67 -0.72 -0.5208
S 2.19 -0.07 0.86 -0.0567
H -1.44 2.25 -0.86 0.4465
H -2.30 0.94 -1.44 0.4487
H -2.54 1.41 0.11 0.4650
H -0.27 1.06 0.69 0.2609
H -0.73 -1.48 1.00 0.1682
H 0.70 1.16 -1.52 0.2298
H -0.16 -0.28 -2.06 0.2309
H 1.22 -1.70 -0.57 0.2248
H 2.24 -0.64 -1.52 0.2575
H 3.47 0.04 0.47 0.1685

16
Properties=species:S:1:pos:R:3:nbo_charge:R:1 method="wB97M-V/def2-TZVPD" smiles=CCNCC[S-] total_charge=-1
C 1.14 -1.10 1.80 -0.6080
C 0.44 -0.14 1.01 -0.2445
N 0.75 -0.24 -0.46 -0.6256
C 0.01 0.89 -0.99 -0.2577
C -1.41 0.49 -1.52 -0.5445
S -2.19 1.98 -2.22 -0.7050
H 0.97 -2.05 1.26 0.1994
H 2.24 -0.98 1.84 0.1986
H 0.72 -1.13 2.83 0.1976
H 0.67 0.94 1.07 0.1934
H -0.63 -0.27 1.20 0.1692
H 0.18 -1.07 -0.74 0.3343
H 0.57 1.26 -1.89 0.1893
H -0.03 1.76 -0.32 0.1900
H -2.12 0.00 -0.68 0.1502
H -1.32 -0.35 -2.20 0.1633

For the records above, the corresponding relative energy (zero: lowest compared OMol25 entry of this formula, charge and spin) values read 48.9; 69.9; 8.1; 38.8; 0.0; 23.5; 90.3; 182.8; 29.0; 23.9 kcal/mol.
For the records above, the corresponding E_tot values read -438.907380; -438.873885; -438.649557; -438.448333; -780.083145; -629.734535; -629.491315; -686.373244; -686.324816; -611.327722 hartree.
For the records above, the corresponding F_max values read 0.038; 0.084; 0.023; 0.128; 0.236; 0.054; 0.163; 0.085; 0.014; 0.073 Eh/bohr.